# 1
The following is a quantum chemistry calculation of 4 unconnected molecules or ions with the total composition C3H13NO2S2, from the Open Molecules 2025 dataset.

For the energy above the lowest of the compared OMol25 structures with the same formula, charge and spin, the calculation gives 122.1 kcal/mol.

XYZ file:
```
21
Properties=species:S:1:pos:R:3:forces:R:3
N 1.684 0.242 1.716 -0.8 0.6 0.0
C 0.474 -0.322 1.199 0.4 -1.8 0.3
C -0.867 0.103 1.722 0.3 0.9 1.2
C 0.399 -0.060 -0.427 1.2 0.6 -0.7
S 1.783 -0.482 -1.418 -1.9 1.3 0.4
S -2.626 0.405 -0.814 0.6 0.1 0.4
H 1.734 1.239 1.890 -0.3 0.0 -0.1
H 2.479 -0.043 1.168 0.1 -0.1 0.2
H 0.578 -1.400 1.384 0.0 0.1 -0.6
H -1.154 1.091 1.380 0.1 0.2 -0.1
H -0.805 0.213 2.811 0.0 -0.3 0.0
H -1.666 -0.583 1.457 0.3 -0.1 0.1
H -0.012 0.954 -0.419 1.0 0.3 -0.7
H -0.507 -0.669 -0.730 -0.6 -0.7 0.1
H -3.728 0.023 -1.434 -0.2 -0.5 -0.6
H 1.852 -2.318 -0.680 -0.1 -1.1 0.4
H 1.644 -3.885 -0.426 0.0 -0.1 -0.3
O 1.765 -3.038 -0.002 0.1 0.5 0.3
H -1.911 3.755 0.380 0.0 0.1 0.0
H -1.783 2.396 -0.313 0.2 0.5 0.1
O -1.254 3.105 0.115 -0.2 -0.3 -0.2
```
Forces are in eV/Å.

# 2
The following is a quantum chemistry calculation of a molecular structure, C9H21ClIO2P2Ti, from the Open Molecules 2025 dataset.

Its total charge is +3.

XYZ file:
```
37
Properties=species:S:1:pos:R:3:forces:R:3
C -1.172 -1.191 -3.024 -0.5 1.8 -0.3
C -0.531 -1.831 -1.931 1.9 -7.0 0.8
H -1.410 -1.895 -3.858 0.4 -0.2 0.7
H -0.501 -0.400 -3.419 -0.3 -0.2 0.1
H -2.122 -0.740 -2.666 0.4 0.0 -0.2
O -0.071 -2.732 -1.349 -2.2 5.1 -2.3
I -0.863 3.017 -0.525 0.3 -1.3 0.1
Ti 0.031 0.793 0.413 0.3 3.9 2.3
P -2.109 -0.087 1.394 -1.1 -0.6 1.1
C -1.764 -1.099 2.865 0.3 -0.2 -0.1
C -3.115 1.241 2.135 0.2 0.5 -0.3
H -4.072 0.808 2.457 0.2 0.0 -0.1
H -4.058 -1.480 1.026 0.3 0.1 -0.2
H -3.291 2.054 1.422 -0.1 -0.2 0.2
H -3.712 -0.423 -0.391 0.0 -0.2 0.3
H -1.254 -0.482 3.614 -0.1 -0.1 -0.1
H -2.592 1.648 3.010 -0.1 -0.1 -0.2
C -3.264 -1.067 0.382 0.2 0.1 -0.4
H -2.723 -1.449 3.268 0.2 0.0 -0.1
H -2.727 -1.894 -0.104 -0.3 0.0 0.2
H -1.126 -1.954 2.623 -0.3 0.0 0.2
P 2.304 0.820 -0.665 1.6 0.1 -0.2
C 3.517 -0.014 0.400 -0.2 -0.3 0.1
C 2.550 0.130 -2.331 -0.5 0.0 -0.1
H 2.321 3.210 -1.189 0.3 -0.1 0.0
H 3.950 2.455 -1.283 -0.2 -0.1 0.1
H 3.219 2.839 0.304 -0.1 -0.1 -0.2
C 3.010 2.501 -0.718 -0.5 0.3 0.0
H 2.035 0.763 -3.070 0.2 -0.2 0.1
H 3.626 0.098 -2.559 -0.3 0.0 0.1
H 4.492 0.032 -0.099 -0.1 -0.1 0.1
H 3.240 -1.056 0.585 0.3 0.1 -0.1
H 2.138 -0.887 -2.379 0.3 0.1 -0.1
H 3.572 0.508 1.362 0.0 -0.1 -0.2
C 0.595 -1.265 0.709 2.6 -6.2 3.0
O 1.008 -2.272 1.158 -2.3 5.6 -2.5
Cl 0.869 1.301 2.434 -0.8 -0.5 -1.9
```
Forces are in eV/Å.

# 3
The following is a quantum chemistry calculation of a molecular structure, C33H30GaO3PSi, from the Open Molecules 2025 dataset.

For the energy above the lowest of the compared OMol25 structures with the same formula, charge and spin, the calculation gives 17.6 kcal/mol.

XYZ file:
```
69
Properties=species:S:1:pos:R:3:forces:R:3
Ga 0.176 -0.258 0.890 -0.5 0.4 0.3
C 2.833 4.082 -3.502 0.0 0.0 0.0
C 1.535 3.865 -3.939 0.0 0.0 0.0
C 0.663 3.090 -3.184 0.0 0.0 0.0
C 1.093 2.525 -1.987 0.0 0.0 -0.1
C 2.402 2.741 -1.555 0.0 0.0 0.0
C 3.266 3.520 -2.307 0.0 0.0 0.0
P 0.012 1.523 -0.930 0.0 -0.1 0.1
C -1.562 1.364 -1.808 0.0 0.1 0.0
C -1.659 0.402 -2.813 0.0 0.0 0.0
C -2.866 0.185 -3.457 0.0 0.0 0.0
C -3.989 0.916 -3.088 0.0 0.0 0.0
C -3.900 1.864 -2.080 0.0 0.0 0.0
C -2.688 2.091 -1.440 -0.1 0.0 0.0
C -0.263 2.450 0.593 0.1 -0.1 0.2
C -0.390 3.828 0.755 -0.1 -0.1 -0.1
C -0.553 4.331 2.033 0.0 0.0 0.0
C -0.581 3.463 3.122 0.0 0.1 0.0
C -0.437 2.095 2.951 -0.1 -0.2 0.1
C -0.268 1.550 1.679 0.3 0.2 -0.4
H 3.509 4.688 -4.091 0.0 0.0 0.0
H 1.194 4.301 -4.869 0.0 0.0 0.0
H -0.351 2.926 -3.525 0.0 0.0 0.0
H 2.742 2.304 -0.622 0.0 0.0 0.0
H 4.278 3.688 -1.962 0.0 0.0 0.0
H -0.792 -0.194 -3.077 0.0 0.0 0.0
H -2.936 -0.569 -4.232 0.0 0.0 0.0
H -4.936 0.734 -3.580 0.0 0.0 0.0
H -4.777 2.422 -1.779 0.0 0.0 0.0
H -2.629 2.812 -0.635 0.0 0.0 0.0
H -0.352 4.490 -0.103 0.0 0.0 0.0
H -0.652 5.398 2.189 0.0 0.0 0.0
H -0.702 3.869 4.119 0.0 0.0 0.0
H -0.451 1.455 3.826 0.0 0.0 0.0
C 2.393 -2.620 -0.531 0.1 0.0 0.0
Si 1.848 -1.929 1.131 0.0 -0.1 0.2
C 1.097 -3.308 2.168 0.1 0.0 0.0
C 3.307 -1.151 2.031 0.0 -0.1 -0.1
C 4.020 -0.113 1.424 0.0 0.0 0.0
C 5.077 0.512 2.068 0.0 0.0 0.0
C 5.443 0.111 3.348 0.0 0.0 0.0
C 4.747 -0.915 3.970 0.0 0.0 0.0
C 3.691 -1.539 3.315 0.0 0.0 0.0
H 2.831 -3.613 -0.401 0.0 0.0 0.0
H 3.151 -1.982 -0.991 -0.1 0.0 0.0
H 1.554 -2.707 -1.224 0.0 0.0 0.0
H 1.840 -4.079 2.393 0.0 0.0 0.0
H 0.282 -3.784 1.616 0.0 0.0 0.0
H 0.688 -2.948 3.114 0.0 0.0 0.0
H 3.745 0.218 0.426 0.0 0.0 0.0
H 5.614 1.313 1.575 0.0 0.0 0.0
H 6.265 0.598 3.856 0.0 0.0 0.0
H 5.026 -1.233 4.967 0.0 0.0 0.0
H 3.162 -2.339 3.820 0.0 0.0 0.0
O -4.411 -3.283 2.143 0.0 0.0 0.0
C -3.984 -3.574 0.890 0.0 0.0 0.0
C -4.501 -4.681 0.216 0.0 0.0 0.0
C -4.074 -5.000 -1.060 0.0 0.0 0.0
C -3.113 -4.218 -1.685 0.0 0.0 0.0
C -2.596 -3.125 -1.012 0.0 0.0 0.0
C -3.013 -2.774 0.271 0.0 0.0 0.0
C -2.410 -1.565 0.937 -0.1 0.1 0.1
O -2.822 -1.115 1.983 0.1 0.0 0.1
O -1.411 -1.049 0.254 0.1 -0.4 -0.3
H -5.059 -3.946 2.408 0.0 0.0 0.0
H -5.247 -5.294 0.711 0.0 0.0 0.0
H -4.495 -5.861 -1.564 0.0 0.0 0.0
H -2.769 -4.458 -2.682 0.0 0.0 0.0
H -1.845 -2.501 -1.475 0.0 0.0 0.0
```
Forces are in eV/Å.

What did we get for LUMO energy? Answer: -4.4, -13.7, 0.6 eV, in the order shown.
What did we get for total energy? Answer: -1123.5197, -2795.0072, -4056.9359 Ha, in the order shown.
What did we get for E_HOMO? Answer: -8.679, -19.994, -8.303 eV, in the order shown.